This record from the Open Molecules 2025 dataset describes a cluster of 8 separate species, C66H141N7O8 in total. The level of theory is ωB97M-V with the def2-TZVPD basis set.

## Properties
frontier orbital gap (spin up / spin down): 6.7 / 2.4 eV
highest occupied orbital energy (spin up / spin down): -9.284 / -9.284 eV
ΔE to the lowest compared entry with this formula, charge and spin: 67.6 kJ/mol
E: -3583.77172 a.u.
strongest force on any atom: 3.39 eV Å⁻¹

ORCA input file:
```
! RIJCOSX wB97M-V def2-TZVPD def2/J DEFGRID3
* xyz 1 2
O -0.08250 -0.32120 -0.77042
O 7.17632 2.87013 -4.04450
O 0.20623 -6.75252 2.87395
O -3.62994 5.20568 -2.04405
O 2.63671 -2.06806 -6.62561
O -3.15628 -0.23607 -0.72858
O -1.25668 -5.72964 5.36536
O -2.19057 2.43783 2.08873
N -3.75284 -1.47959 -0.51024
N -0.76399 -4.71614 6.20465
N 2.86299 -1.55759 -5.38466
N -2.38400 5.70017 -2.32402
N 0.27159 -5.82439 1.79775
N 6.71162 4.02684 -3.40019
N -2.98073 2.55429 3.26002
C 1.92710 -0.11998 -3.51859
C 2.58954 -5.35934 2.46790
C 0.40384 -0.63327 1.51109
C 1.58961 -5.45753 6.06993
C 1.67077 -4.41305 0.33469
C 1.76632 -0.70682 -4.94916
C 0.22233 0.39377 0.37251
C -4.07399 3.57493 3.06153
C -2.08012 -5.65195 1.84444
C -0.89262 -4.66291 -0.02391
C -0.23259 -2.33303 6.79601
C 8.97855 4.91850 -3.62302
C -0.90935 -7.23466 0.01528
C 4.79978 2.83162 -2.22170
C 1.42648 1.26480 0.09798
C -0.70825 6.72086 -3.92836
C -5.01144 3.21151 1.83845
C -1.14216 3.80114 4.59184
C 0.10346 -3.03444 4.41493
C 0.14619 -6.57591 7.77302
C 4.85391 -3.06530 -4.85745
C -5.37579 -2.89472 0.80617
C -4.61505 -3.61343 -1.51419
C -2.15554 2.59299 4.50592
C -3.63158 5.09075 2.82415
C -1.26201 1.31869 4.67156
C 0.36588 5.72607 -3.49330
C -3.12841 7.41138 -3.88565
C 1.04637 -2.85425 7.55719
C 3.58154 -1.96008 -3.05899
C -0.90137 -5.90738 0.89159
C -4.81288 -1.47758 0.55481
C -2.65482 -2.47017 -2.60417
C -1.50687 4.74277 -0.17171
C -2.46330 5.16727 -4.83555
C 7.09580 5.77331 -5.32684
C 5.25926 4.01224 -3.11156
C -4.97711 3.42100 4.29704
C -2.28328 -2.91791 5.42565
C -3.11421 2.64737 5.83972
C 2.35400 -1.19913 -2.54871
C 0.77343 -4.26273 8.05805
C 2.64273 -3.97100 -4.40250
C 0.50887 -4.41283 -0.64478
C 5.56346 6.58279 -2.62514
C 2.19305 -7.01039 0.57288
C 1.67657 -5.68226 1.27870
C 0.08059 5.34921 -2.01719
C -5.03530 -1.62302 -2.88787
C -4.33472 3.57858 5.67214
C -2.21749 6.20608 -3.74663
C -4.26512 -0.95370 1.86288
C 0.35797 -1.45104 -5.01408
C 1.68369 0.53675 -5.88065
C 7.40676 5.22598 -3.83852
C 4.84802 5.25962 -2.32343
C -1.45118 3.36149 -2.31480
C -5.71020 -3.66181 -0.50641
C 7.03493 6.44510 -2.88538
C -0.78995 -3.28431 5.72671
C 4.41456 3.99751 -4.41460
C -4.01995 -2.20867 -1.82394
C 0.40002 -5.24150 6.98656
C 3.43149 -2.61607 -4.48830
C -6.05614 -0.52768 0.15446
C -1.38037 4.78147 -1.74479
H -0.86099 3.95818 0.22243
H -4.35610 5.69122 2.27405
H 0.79668 4.59682 -1.68671
H 1.08998 0.35823 -6.77717
H 1.27837 -1.25498 1.31936
H -0.83676 -8.02578 0.76158
H 4.59805 4.93840 -4.93340
H 7.64589 2.42913 -3.33272
H 5.33221 -3.47506 -3.96783
H 3.85213 2.91486 -1.68961
H -6.02380 -4.65273 -0.17803
H 2.34335 0.72838 -0.14634
H -1.46372 -4.94991 -0.90684
H -4.92606 -1.14022 2.70933
H -6.61576 -3.19206 -0.89033
H -3.20355 7.97350 -2.95480
H 7.84174 6.54795 -5.50459
H -0.10530 -6.11261 3.51820
H -4.99407 -0.54297 -2.74683
H -3.40143 1.61786 6.05350
H -0.86480 1.31568 5.68661
H -0.24289 -2.12951 3.91570
H 4.68877 2.02874 -2.95051
H -5.85764 3.89357 1.75568
H 3.93366 -2.64704 -2.28945
H 7.25882 5.01766 -6.09530
H -6.23459 -2.86279 1.47666
H 7.37945 7.40465 -3.27096
H -0.00256 -4.08058 8.80153
H 9.07223 4.62274 -2.57810
H -2.33576 2.78209 -2.05037
H 1.95474 -7.07234 -0.48894
H -2.44858 -1.84666 5.31079
H 9.31296 4.08701 -4.24341
H 1.14160 -2.80672 4.65682
H -0.55758 3.68926 5.50499
H 5.47719 -2.25671 -5.23929
H -0.72445 -6.45986 8.41848
H -0.11511 -3.80286 3.67341
H -1.97440 -4.70169 2.36782
H -1.00889 -2.08916 7.52126
H -2.60105 3.07025 6.70339
H 2.47411 -5.66483 6.67225
H 1.27141 -2.16178 8.36832
H -6.32381 -0.57769 -0.90098
H -2.66195 5.16041 2.33115
H -0.54099 2.82481 -2.04718
H -0.33777 -0.83577 -4.44357
H 3.57564 -5.13748 2.05988
H -4.94347 -1.77612 -3.96315
H 4.78320 -3.80097 -5.65863
H 1.09827 1.32989 -5.41555
H 0.31901 -2.44154 -4.56077
H -6.06018 -1.97295 -2.76428
H -1.27166 5.72566 0.23659
H -4.08243 7.21828 -4.37621
H -1.72153 4.72334 4.63623
H 4.68688 3.23888 -5.14837
H 1.79659 -3.96150 -3.71544
H 7.38401 6.26716 -1.86824
H 1.35224 6.17285 -3.61819
H 3.27678 -6.89410 0.56276
H -5.50255 2.46608 4.28445
H 1.00249 0.32280 -3.14823
H -2.26363 -0.52892 -0.53106
H 4.81807 5.06766 -1.25088
H 0.18338 6.19750 -1.34048
H 2.64039 1.00154 -6.11897
H -0.41864 3.98168 3.79685
H -2.03088 0.54618 4.68445
H 1.52501 -1.89293 -2.40901
H 0.10407 -1.35742 6.44536
H -3.90774 -4.41816 -1.31368
H -0.66137 7.05773 -4.96394
H 1.87790 -2.87106 6.85265
H 2.35977 -4.41453 2.96050
H 1.83748 -7.96703 0.95566
H -5.70262 0.48162 0.36528
H 1.52663 -3.62651 1.07542
H -0.45560 7.55644 -3.27562
H 3.29950 -4.80977 -4.17185
H 6.10894 6.21173 -5.47519
H 5.00670 7.02802 -3.44971
H -3.68528 4.43621 -2.61541
H 1.60397 1.77627 1.04403
H -0.54287 1.23558 3.85667
H -1.54292 4.75127 -5.24535
H 3.37071 3.82048 -4.15547
H 0.91712 -6.83677 8.49809
H -2.14589 -1.59017 -2.99746
H -0.42851 -1.33523 1.56161
H -2.01825 -2.98571 -1.88508
H 0.48337 -0.10131 2.45914
H -3.02310 -3.36234 6.09142
H -2.63858 8.08475 -4.58903
H -0.66054 1.01016 0.54197
H -2.99844 5.67718 -5.63662
H -2.29066 -6.43783 2.56982
H -4.66533 -3.41605 1.44770
H -2.61175 -3.17699 -3.43281
H 2.70557 -6.17786 3.17829
H -1.41453 -3.81551 0.42064
H -0.20782 -7.47370 -0.78398
H -3.04336 -5.61627 1.33551
H -5.90123 3.99342 4.21676
H 2.02981 -4.60711 5.54924
H 1.19671 2.04724 -0.62527
H -2.56385 1.69270 1.61225
H -3.49169 5.57757 3.78932
H -5.59563 2.30543 1.99925
H -3.41012 -1.54657 2.18780
H -1.40037 3.38845 -3.40328
H 0.32348 4.88809 -4.18907
H 2.62800 -0.68082 -1.62980
H -4.13081 4.59108 6.02054
H 0.40363 -1.14884 -0.78753
H 2.62405 0.71527 -3.58732
H -3.13661 4.33193 -4.64327
H 3.78068 5.47984 -2.34339
H -4.98576 -4.02213 -2.45421
H 1.58995 -4.71400 8.62174
H 9.58086 5.82499 -3.68308
H -1.90863 -7.46502 -0.35413
H 5.58652 2.45403 -1.56858
H -4.98391 3.20937 6.46608
H 2.59052 -4.37089 -0.24874
H 3.26498 -1.58545 -7.16780
H -2.09707 -5.86981 5.80775
H 2.24834 -4.21339 -5.38931
H 0.08688 -7.48214 7.17026
H 1.49647 -6.24456 5.32160
H 0.71890 -5.23505 -1.32883
H 5.47741 7.35544 -1.86113
H -4.61504 3.22137 0.82313
H 4.34194 -1.17935 -3.03998
H -2.51236 4.37887 0.03960
H -3.89404 0.05279 1.66951
H 0.50414 -3.55501 -1.31725
H 0.02805 -1.63132 -6.03719
H -6.90614 -0.77023 0.79225
H -2.46532 -3.29128 4.41790
*
```